Entry 1:
The following is a quantum chemistry calculation of a 2-piece molecular cluster, C2H6O3P overall in a non-equilibrium geometry, from the Open Molecules 2025 dataset.

XYZ file:
```
12
Properties=species:S:1:pos:R:3:forces:R:3
C 1.3765 -0.0890 -0.3198 0.3 1.9 1.5
C -0.0109 -0.6220 -0.2770 0.1 -0.4 0.8
O -2.2901 0.2778 0.7673 0.3 -0.6 0.7
O -1.3986 1.6016 -1.1402 0.3 2.1 -3.0
O -0.3547 -1.5828 0.6707 0.4 -1.2 1.9
P -1.1140 0.7474 -0.0233 -0.2 1.0 4.0
H 1.1725 0.9030 -0.8507 1.2 -1.1 0.5
H 1.6224 0.1506 0.7684 0.1 -0.1 -1.5
H 2.1906 -0.6474 -0.7713 -0.2 -0.4 -0.2
H -0.2552 -1.1106 -1.1471 -0.6 -0.5 -2.9
H -1.1944 -1.3046 1.1013 0.4 0.2 -0.4
H 0.2559 1.6761 1.2217 -2.0 -1.0 -1.4
```
Positions in Å, forces in eV/Å.

Computed properties:
- Largest force on an atom: 4.165 eV/Å
- Frontier orbital gap: 8.4391 eV
- Net charge: -1
- HOMO level: -4.278 eV
- Electronic energy: -646.91629 Ha

These are the natural (NBO) partial charges, in e, on atoms 1 to 5: C -0.641; C -0.325; O -1.175; O -1.151; O -0.760

Entry 2:
The following is a quantum chemistry calculation of a 2-piece molecular cluster, C6H13NO overall in a non-equilibrium geometry, from the Open Molecules 2025 dataset.

XYZ file:
```
21
Properties=species:S:1:pos:R:3:forces:R:3
C -0.3353 0.9994 -2.2921 -0.3 -1.2 -1.5
C -1.0372 1.2506 -1.1965 0.3 1.0 0.6
C -0.7612 0.6226 0.1171 -0.6 -1.3 -0.8
N -0.6134 1.4268 1.2789 0.4 -1.4 -0.5
C -0.8333 -0.7191 0.1119 -0.8 -0.1 1.2
C -0.5997 -1.6498 1.2811 -0.3 1.2 0.4
C 0.7913 -2.2891 1.2657 -0.5 -0.1 -0.5
H -0.4980 1.4989 -3.2330 -0.4 0.5 0.0
H 0.2741 0.0993 -2.5125 0.1 0.7 1.1
H -1.8093 2.0292 -1.1757 0.5 0.1 -0.2
H -1.5191 1.6323 1.6663 0.4 0.7 0.3
H 0.1250 2.1027 1.2257 -0.5 0.6 0.2
H -1.3896 -1.1675 -0.7070 0.8 0.0 -0.5
H -0.6994 -1.0645 2.2302 0.1 -0.4 -0.7
H -1.4190 -2.3715 1.2772 0.2 -0.3 0.1
H 0.9117 -3.0407 0.4734 -0.1 0.2 0.1
H 1.5233 -1.5013 1.0741 0.1 -0.2 0.3
H 0.9189 -2.7767 2.2245 0.5 -0.1 0.1
O 2.5603 1.5402 -1.3451 -0.5 -0.1 0.3
H 1.6254 1.3107 -1.1901 0.4 0.1 -0.3
H 2.7845 2.0674 -0.5741 0.2 0.1 0.0
```
Positions in Å, forces in eV/Å.

Computed properties:
- Largest force on an atom: 1.919 eV/Å
- Frontier orbital gap: 9.6943 eV
- HOMO level: -8.891 eV
- Electronic energy: -366.34017 Ha

These are the natural (NBO) partial charges, in e, on atoms 1 to 5: C -0.413; C -0.216; C 0.082; N -0.874; C -0.162

Entry 3:
The following is a quantum chemistry calculation of a 2-piece molecular cluster, C9H14O overall in a non-equilibrium geometry, from the Open Molecules 2025 dataset.

XYZ file:
```
24
Properties=species:S:1:pos:R:3:forces:R:3
C -0.9963 -0.2727 -3.6856 0.2 1.1 -0.4
C -0.9064 0.4508 -2.3402 -0.2 -0.9 -0.2
H -0.6798 0.4770 -4.4340 -0.5 -0.4 0.0
H -0.2743 -1.0659 -3.7825 0.1 -0.5 0.1
H -2.0036 -0.6216 -3.9056 0.1 -0.1 -0.1
H -0.9581 -0.2724 -1.5070 0.3 0.3 -0.1
H -1.7739 1.1005 -2.2337 0.2 0.3 0.0
H 0.0342 1.0015 -2.3732 -0.1 0.2 0.6
C -0.5266 2.0466 0.9215 -2.4 0.7 0.4
C 2.0062 -0.5648 1.7623 -0.4 2.4 -1.5
C 1.4849 0.6834 1.3009 1.8 -3.8 1.7
C 1.1510 -1.6662 1.9805 1.2 -0.5 1.3
C 0.1065 0.7844 1.3233 0.3 0.8 -1.3
C -0.2224 -1.4743 2.2059 -0.8 -0.9 0.4
C -0.7401 -0.3506 1.7022 0.3 2.6 -1.0
O 1.6835 -2.8835 2.1036 -0.5 0.2 -0.9
H 3.0772 -0.6219 1.9328 -0.1 -0.5 -0.3
H 2.2953 1.3314 1.0265 -0.6 1.1 -0.1
H 2.3443 -3.0213 1.3880 0.0 0.0 0.9
H -0.8329 -2.2124 2.7187 0.1 -0.3 -0.6
H -1.2517 1.9230 0.1085 0.1 -0.5 -0.2
H -0.0210 2.9679 0.6703 1.1 -0.4 0.1
H -1.7515 -0.0951 1.4076 -0.5 -0.8 1.0
H -1.2444 2.3562 1.7092 0.3 -0.2 0.1
```
Positions in Å, forces in eV/Å.

Computed properties:
- Largest force on an atom: 4.559 eV/Å
- ⟨S²⟩: 0.77
- Frontier orbital gap (alpha / beta): 9.9687 / 6.9551 eV
- Multiplicity: 2
- Net charge: +1
- HOMO level (alpha / beta): -14.057 / -14.522 eV
- Electronic energy: -426.22866 Ha

These are the natural (NBO) partial charges, in e, on atoms 1 to 5: C -0.602; C -0.614; H 0.210; H 0.205; H 0.213

Entry 4:
The following is a quantum chemistry calculation of C40H40FeNP2Si2Te as an isolated structure in a non-equilibrium geometry, from the Open Molecules 2025 dataset.

XYZ file:
```
87
Properties=species:S:1:pos:R:3:forces:R:3
Fe -0.6979 0.9026 0.7655 0.9 -0.3 0.6
Te 1.1491 -2.2460 1.1945 0.0 0.0 0.1
C 1.8533 -3.7250 -0.1401 0.0 0.1 -0.1
C 1.8242 -5.0692 0.2059 0.0 -0.1 0.0
C 2.2641 -6.0128 -0.7107 0.0 0.1 0.0
N 2.7268 -5.7148 -1.9239 0.0 0.0 0.0
C 2.7607 -4.4196 -2.2402 0.0 0.0 0.0
C 2.3419 -3.4014 -1.3992 0.0 0.0 0.0
C 0.5108 -0.8377 -0.2334 -0.3 0.2 0.4
P -1.3058 -1.0301 -0.3050 0.1 0.4 -0.4
C -1.8922 -0.0944 -1.7769 0.0 -0.1 0.2
C -2.5595 -0.5761 -2.8919 -0.1 0.0 -0.2
C -3.0733 0.3090 -3.8398 0.1 0.0 0.1
C -2.9336 1.6764 -3.6687 0.0 0.0 0.0
C -2.2792 2.1735 -2.5446 0.0 -0.1 -0.1
C -1.7722 1.2845 -1.6171 0.2 0.1 -0.1
C -1.5857 -2.7682 -0.8379 0.0 0.2 0.2
C -0.9290 -3.2995 -1.9426 0.1 0.0 -0.1
C -1.1260 -4.6208 -2.3139 0.0 0.0 0.1
C -1.9905 -5.4206 -1.5755 0.0 0.0 0.0
C -2.6568 -4.8976 -0.4767 0.0 0.1 0.0
C -2.4531 -3.5723 -0.1098 0.0 -0.1 0.0
P 1.3904 0.7549 -0.1179 -0.8 -0.5 -1.2
C 1.2517 1.4620 -1.8317 0.2 0.0 0.2
C 1.3050 2.8437 -1.9777 0.0 0.1 0.0
C 1.1446 3.4321 -3.2266 0.0 0.0 0.1
C 0.9210 2.6407 -4.3433 0.0 -0.1 0.0
C 0.8631 1.2580 -4.2084 0.0 0.1 0.0
C 1.0320 0.6781 -2.9610 0.0 -0.1 0.0
C 3.1667 0.2259 -0.1669 -0.1 0.4 0.5
C 3.8636 -0.0310 -1.3426 0.0 -0.1 -0.1
C 5.1840 -0.4608 -1.3017 -0.1 0.0 0.1
C 5.8270 -0.6279 -0.0833 0.0 0.0 0.0
C 5.1519 -0.3452 1.0946 -0.1 0.0 -0.1
C 3.8338 0.0873 1.0485 0.1 0.0 0.1
H 1.4388 -5.3946 1.1650 0.0 0.0 0.0
H 2.2281 -7.0672 -0.4571 0.0 0.0 0.0
H 3.1450 -4.1799 -3.2267 0.0 0.0 0.0
H 2.3769 -2.3672 -1.7245 0.0 0.0 0.0
H -2.6920 -1.6433 -3.0306 0.0 0.0 0.0
H -3.5894 -0.0786 -4.7092 0.0 0.0 0.0
H -3.3323 2.3620 -4.4061 0.0 0.0 0.0
H -2.1645 3.2389 -2.3973 0.0 0.0 0.0
H -1.2542 1.7552 -0.7585 -0.1 0.1 -0.1
H -0.2375 -2.6737 -2.4949 0.0 0.0 0.0
H -0.5907 -5.0317 -3.1598 0.0 0.0 0.0
H -2.1355 -6.4571 -1.8543 0.0 0.0 0.0
H -3.3238 -5.5211 0.1043 0.0 0.0 0.0
H -2.9533 -3.1629 0.7604 0.0 0.0 0.0
H 1.4410 3.4677 -1.1007 0.0 0.0 0.0
H 1.1782 4.5104 -3.3211 0.0 0.0 0.0
H 0.7779 3.0978 -5.3144 0.0 0.0 0.0
H 0.6692 0.6343 -5.0719 0.0 0.0 0.0
H 0.9578 -0.3974 -2.8384 0.0 0.0 0.0
H 3.3845 0.1001 -2.3044 0.0 0.0 0.0
H 5.7077 -0.6626 -2.2272 0.0 0.0 0.0
H 6.8538 -0.9706 -0.0543 0.0 0.0 0.0
H 5.6454 -0.4625 2.0507 0.0 0.0 0.0
H 3.3147 0.3190 1.9711 0.0 0.0 0.0
C 1.2258 0.5513 3.7498 0.1 0.0 0.0
Si -0.5435 0.6563 3.0427 0.2 -0.2 0.0
C -1.4536 -0.8564 3.7417 -0.1 -0.1 -0.1
C -1.2309 2.1158 4.0646 0.0 0.2 -0.1
C -1.3007 2.1801 5.4607 0.1 0.0 -0.1
C -1.7028 3.3396 6.1019 0.0 0.0 0.0
C -2.0428 4.4647 5.3551 0.0 0.0 0.0
C -1.9982 4.4124 3.9719 0.0 -0.1 -0.1
C -1.6084 3.2407 3.3144 0.1 -0.1 0.1
Si -1.6885 2.8629 1.4644 -0.4 -0.1 -0.1
C -1.2198 4.4589 0.5374 0.1 0.0 0.0
C -3.5691 2.7138 1.1703 0.0 0.0 0.0
H 1.2222 0.6444 4.8382 0.0 0.0 0.1
H 1.8145 1.3787 3.3440 0.0 0.0 0.0
H 1.7330 -0.3832 3.4947 0.0 0.0 0.0
H -1.4478 -0.8670 4.8345 0.0 0.0 0.1
H -1.0261 -1.7990 3.3885 0.0 0.0 0.0
H -2.4943 -0.8244 3.4087 0.0 0.0 0.0
H -1.0199 1.3189 6.0594 0.0 0.0 0.0
H -1.7437 3.3772 7.1842 0.0 0.0 0.0
H -2.3484 5.3747 5.8585 0.0 0.0 0.0
H -2.2826 5.2901 3.4005 0.0 0.0 0.0
H -1.9368 5.2566 0.7464 0.0 0.1 0.0
H -1.1976 4.3053 -0.5444 0.0 0.0 0.0
H -0.2291 4.8091 0.8370 0.0 0.0 0.0
H -4.1051 3.6184 1.4703 0.0 0.1 0.0
H -3.9461 1.8870 1.7775 0.0 0.0 0.0
H -3.8161 2.5005 0.1272 0.0 0.0 0.0
```
Positions in Å, forces in eV/Å.

Computed properties:
- Largest force on an atom: 1.510 eV/Å
- Frontier orbital gap (alpha / beta): 6.7270 / 6.6912 eV
- Net charge: -1
- HOMO level (alpha / beta): -4.358 / -4.322 eV
- Electronic energy: -4396.40627 Ha

These are the Mulliken partial charges, in e, on atoms 1 to 5: Fe -0.449; Te 0.489; C 0.242; C -0.483; C -0.380